C17H15ClN3O4Y as an isolated structure, computed with ωB97M-V/def2-TZVPD.

```
41
Properties=species:S:1:pos:R:3
Y -0.91 -0.32 0.48
C -3.98 1.55 -1.24
C -2.64 1.90 -1.81
C -2.68 2.82 -2.86
C -1.53 3.24 -3.47
C -0.34 2.70 -3.02
C -0.33 1.79 -1.99
N -1.47 1.37 -1.37
C 0.98 1.25 -1.54
C 2.15 1.66 -2.17
C 3.36 1.16 -1.75
C 3.39 0.25 -0.72
C 2.21 -0.15 -0.11
N 1.02 0.35 -0.53
C 2.24 -1.13 1.00
C 3.46 -1.63 1.40
C 3.54 -2.55 2.43
C 2.37 -2.94 3.02
C 1.14 -2.42 2.60
C -0.05 -2.94 3.34
N 1.06 -1.51 1.58
H -4.76 2.09 -1.76
H -4.04 1.80 -0.18
H -4.19 0.49 -1.35
H -3.64 3.21 -3.17
H -1.54 3.95 -4.28
H 0.57 3.02 -3.50
H 2.14 2.38 -2.97
H 4.28 1.48 -2.23
H 4.35 -0.14 -0.41
H 4.38 -1.32 0.93
H 4.50 -2.93 2.75
H 2.37 -3.65 3.83
H 0.27 -3.64 4.10
H -0.74 -3.45 2.67
H -0.59 -2.13 3.83
O -4.08 -2.25 1.28
Cl -3.36 -1.15 1.74
O -3.88 -0.47 2.84
O -1.94 -1.55 2.01
O -3.10 -0.20 0.62
```

Results
HOMO energy	-15.22	eV
charge	+2
gap between HOMO and LUMO	7.58	eV
calculated total energy	-1619.89167	hartree